# 1
Formula: C36H90AgF2N7O16S2
Source: the OMol25 dataset
Level of theory: ωB97M-V/def2-TZVPD

Element x y z (Å)
Ag1 1.287 -2.100 0.597
N1 -0.057 -0.578 -0.160
S1 -0.417 0.881 0.285
O1 -1.655 1.027 1.042
O2 -0.007 1.985 -0.586
F1 0.604 0.901 1.498
S2 -0.911 -0.423 -1.711
O3 -0.151 -0.091 -2.871
O4 -2.305 -0.073 -1.720
F2 -0.971 -2.042 -1.933
C1 3.250 0.078 -0.916
O5 3.229 -0.858 0.140
C2 4.005 -0.407 1.236
C3 4.058 -1.636 2.131
N2 2.696 -2.062 2.569
C4 2.160 -1.097 3.587
C5 0.727 -1.337 3.954
O6 0.066 -1.729 2.743
C6 -1.353 -2.035 2.948
H1 2.516 -0.120 -1.697
H2 4.263 0.278 -1.268
H3 2.650 0.960 -0.693
H4 3.479 0.512 1.496
H5 4.958 0.086 1.041
H6 4.901 -1.615 2.822
H7 4.277 -2.494 1.496
H8 2.860 -2.898 3.112
H9 2.083 -0.141 3.070
H10 2.779 -1.030 4.482
H11 0.208 -0.473 4.371
H12 0.760 -2.197 4.622
H13 -1.938 -2.363 2.089
H14 -1.783 -1.063 3.189
H15 -1.312 -2.749 3.771
C7 -4.166 -2.190 0.239
O7 -5.254 -2.743 -0.456
C8 -6.299 -1.879 -0.730
C9 -7.520 -2.760 -1.125
N3 -8.183 -3.190 0.123
C10 -8.952 -4.459 0.032
C11 -9.981 -4.842 1.135
O8 -11.273 -4.230 1.074
C12 -12.089 -4.503 2.201
H16 -3.194 -2.327 -0.236
H17 -3.951 -2.468 1.271
H18 -4.156 -1.101 0.280
H19 -6.178 -1.150 -1.532
H20 -6.431 -1.250 0.150
H21 -7.242 -3.644 -1.699
H22 -8.157 -2.144 -1.760
H23 -8.625 -2.478 0.687
H24 -8.303 -5.325 -0.100
H25 -9.461 -4.399 -0.929
H26 -9.512 -4.685 2.106
H27 -10.163 -5.914 1.059
H28 -12.339 -5.564 2.221
H29 -13.108 -4.268 1.892
H30 -11.679 -4.134 3.141
C13 2.526 -9.166 -4.389
O9 1.908 -7.887 -4.521
C14 0.517 -7.885 -4.117
C15 0.349 -7.496 -2.643
N4 1.056 -6.216 -2.310
C16 0.542 -5.201 -3.268
C17 -0.959 -4.685 -3.139
O10 -1.884 -5.737 -3.540
C18 -3.253 -5.177 -3.678
H31 3.512 -9.217 -4.851
H32 1.957 -10.032 -4.726
H33 2.799 -9.273 -3.339
H34 -0.065 -8.785 -4.319
H35 -0.134 -7.176 -4.628
H36 0.501 -8.404 -2.059
H37 -0.718 -7.368 -2.460
H38 1.935 -6.341 -2.790
H39 0.792 -5.353 -4.318
H40 1.103 -4.275 -3.142
H41 -0.983 -3.796 -3.769
H42 -1.061 -4.316 -2.119
H43 -3.812 -5.093 -2.746
H44 -3.736 -5.816 -4.417
H45 -3.324 -4.167 -4.081
C19 5.345 4.169 -7.164
O11 4.118 4.097 -6.550
C20 3.249 3.027 -6.936
C21 1.843 3.180 -6.368
N5 1.840 2.935 -4.966
C22 0.580 2.839 -4.221
C23 -0.243 4.194 -4.246
O12 0.517 5.129 -3.451
C24 -0.268 6.231 -2.821
H46 5.853 3.241 -6.901
H47 6.018 4.933 -6.773
H48 5.293 4.169 -8.253
H49 3.711 2.110 -6.569
H50 3.219 2.816 -8.005
H51 1.187 2.440 -6.828
H52 1.505 4.159 -6.708
H53 2.350 3.754 -4.669
H54 0.713 2.530 -3.185
H55 -0.059 2.084 -4.679
H56 -1.154 4.007 -3.678
H57 -0.643 4.592 -5.178
H58 -0.913 6.774 -3.511
H59 0.311 6.897 -2.181
H60 -1.018 5.668 -2.266
C25 3.463 2.919 2.927
O13 3.222 3.030 1.487
C26 2.939 4.287 0.895
C27 2.835 4.186 -0.668
N6 4.228 3.905 -1.016
C28 4.489 3.826 -2.446
C29 4.119 5.073 -3.299
O14 4.724 6.206 -2.757
C30 4.074 7.375 -3.122
H61 3.676 1.851 2.957
H62 2.570 3.005 3.546
H63 4.255 3.596 3.249
H64 3.669 5.032 1.213
H65 1.928 4.491 1.249
H66 2.430 4.991 -1.282
H67 2.381 3.222 -0.896
H68 4.443 2.987 -0.653
H69 3.959 2.938 -2.790
H70 5.529 3.521 -2.553
H71 3.043 5.213 -3.188
H72 4.416 5.002 -4.345
H73 3.178 7.355 -2.502
H74 3.655 7.503 -4.121
H75 4.495 8.345 -2.860
C31 -1.986 2.995 4.029
O15 -0.997 3.604 4.882
C32 -0.099 2.659 5.570
C33 0.935 3.503 6.357
N7 2.002 2.762 7.106
C34 1.430 1.994 8.185
C35 1.479 2.607 9.603
O16 1.750 1.764 10.668
C36 3.068 1.593 11.039
H76 -2.647 2.295 4.540
H77 -1.518 2.571 3.141
H78 -2.584 3.806 3.613
H79 0.382 1.992 4.854
H80 -0.750 2.124 6.261
H81 0.399 4.194 7.007
H82 1.324 4.048 5.497
H83 2.826 3.244 7.434
H84 2.230 1.256 8.248
H85 0.514 1.511 7.844
H86 0.442 2.902 9.761
H87 2.160 3.454 9.690
H88 3.637 1.316 10.152
H89 3.055 0.867 11.852
H90 3.565 2.517 11.336

As for the energy above the lowest of the compared OMol25 structures with the same formula, charge and spin: 70.94 kcal/mol. Its spin multiplicity is 3. The value obtained for the molar mass is 1087.147 u. For the electronic energy, the calculation gives -4154.62364 Ha. The value obtained for the LUMO energy (alpha / beta) is -0.152 / -0.335 Ha. As for the net charge: +2. As for the frontier orbital gap (alpha / beta): 6.53 / 1.55 eV.

Atomic partial charges in e from the Mulliken method, atoms 1 to 2: 0.7731 0.6049

# 2
Formula: C36H90F6N6O12P
Source: the OMol25 dataset
Level of theory: ωB97M-V/def2-TZVPD

Element x y z (Å)
P1 -1.362 -0.879 -0.215
F1 -2.967 -0.692 -0.125
F2 -1.517 -2.447 0.181
F3 -1.345 -1.318 -1.764
F4 0.272 -1.011 -0.313
F5 -1.262 0.667 -0.666
F6 -1.241 -0.564 1.388
C1 -2.262 -6.147 3.586
O1 -1.016 -6.152 2.934
C2 -0.774 -4.944 2.214
C3 -0.024 -3.927 3.089
N1 0.581 -2.868 2.320
C4 1.511 -2.032 3.066
C5 2.034 -0.911 2.184
O2 3.274 -0.409 2.680
C6 3.526 0.900 2.251
H1 -2.251 -5.497 4.471
H2 -2.775 -7.087 3.772
H3 -3.012 -5.599 2.990
H4 -1.683 -4.524 1.782
H5 -0.093 -5.291 1.440
H6 0.809 -4.506 3.507
H7 -0.577 -3.502 3.940
H8 -0.119 -2.350 1.784
H9 2.371 -2.582 3.457
H10 1.096 -1.552 3.963
H11 1.313 -0.109 2.003
H12 2.258 -1.284 1.182
H13 4.468 1.311 2.607
H14 2.761 1.622 2.567
H15 3.493 0.941 1.155
C7 5.983 -4.356 -4.161
O3 4.717 -4.210 -3.597
C8 4.601 -3.081 -2.750
C9 3.233 -3.100 -2.092
N2 2.942 -4.404 -1.486
C10 1.591 -4.393 -0.882
C11 0.479 -4.179 -1.903
O4 0.735 -4.872 -3.131
C12 -0.332 -4.703 -4.031
H16 6.427 -3.392 -4.458
H17 5.883 -4.835 -5.137
H18 6.725 -4.852 -3.528
H19 4.810 -2.122 -3.233
H20 5.345 -3.218 -1.951
H21 2.469 -2.723 -2.774
H22 3.190 -2.350 -1.284
H23 3.562 -4.484 -0.686
H24 1.634 -3.604 -0.124
H25 1.392 -5.325 -0.349
H26 0.366 -3.097 -1.973
H27 -0.405 -4.702 -1.532
H28 -1.230 -4.242 -3.598
H29 -0.765 -5.692 -4.226
H30 -0.126 -4.184 -4.966
C13 6.438 3.956 -6.136
O5 5.306 3.379 -5.548
C14 5.401 1.956 -5.508
C15 4.039 1.295 -5.464
N3 3.418 1.628 -4.122
C16 2.050 1.141 -4.029
C17 1.269 1.683 -2.843
O6 1.116 3.096 -2.992
C18 -0.049 3.548 -2.316
H31 7.396 3.490 -5.868
H32 6.500 5.019 -5.921
H33 6.446 3.783 -7.222
H34 6.007 1.712 -4.633
H35 5.820 1.619 -6.464
H36 4.146 0.207 -5.479
H37 3.502 1.677 -6.332
H38 4.075 1.067 -3.589
H39 2.104 0.043 -3.952
H40 1.456 1.302 -4.929
H41 1.714 1.559 -1.849
H42 0.276 1.221 -2.825
H43 -0.980 3.237 -2.792
H44 -0.041 4.638 -2.312
H45 0.014 3.292 -1.257
C19 -3.325 1.258 -3.192
O7 -4.695 1.278 -3.543
C20 -4.958 0.342 -4.584
C21 -4.858 -1.113 -4.159
N4 -5.566 -1.394 -2.937
C22 -5.141 -2.672 -2.350
C23 -5.981 -3.155 -1.159
O8 -5.344 -4.241 -0.531
C24 -4.264 -3.901 0.290
H46 -3.202 1.770 -2.234
H47 -2.693 1.733 -3.944
H48 -2.989 0.276 -2.844
H49 -4.240 0.557 -5.386
H50 -5.940 0.588 -4.991
H51 -3.797 -1.406 -4.181
H52 -5.322 -1.689 -4.969
H53 -5.250 -0.708 -2.256
H54 -4.147 -2.433 -1.940
H55 -4.941 -3.530 -2.995
H56 -6.912 -3.531 -1.578
H57 -6.088 -2.281 -0.509
H58 -3.438 -3.514 -0.308
H59 -3.750 -4.723 0.799
H60 -4.519 -3.244 1.129
C25 -1.176 -0.537 5.121
O9 -0.293 0.002 6.067
C26 0.289 1.212 5.551
C27 1.230 1.828 6.541
N5 0.482 2.571 7.578
C28 1.314 3.248 8.539
C29 1.558 2.433 9.792
O10 2.370 1.314 9.492
C30 2.309 0.291 10.448
H61 -0.647 -0.520 4.161
H62 -2.105 0.043 5.041
H63 -1.529 -1.567 5.203
H64 -0.540 1.865 5.266
H65 0.813 0.948 4.626
H66 2.079 2.377 6.132
H67 1.777 1.017 7.044
H68 -0.213 1.917 7.910
H69 0.886 4.210 8.846
H70 2.284 3.540 8.131
H71 0.595 2.125 10.224
H72 2.035 2.994 10.612
H73 3.008 0.449 11.273
H74 2.713 -0.596 9.936
H75 1.353 -0.156 10.740
C31 -1.728 7.575 -3.683
O11 -1.990 6.481 -2.834
C32 -3.345 6.210 -2.617
C33 -3.475 4.962 -1.784
N6 -3.142 5.318 -0.397
C34 -3.351 4.361 0.674
C35 -2.355 3.215 0.593
O12 -1.119 3.856 0.911
C36 -0.132 3.042 1.522
H76 -2.395 8.425 -3.528
H77 -1.757 7.179 -4.706
H78 -0.705 7.938 -3.574
H79 -3.857 5.978 -3.566
H80 -3.881 7.023 -2.120
H81 -3.082 3.983 -2.073
H82 -4.545 4.705 -1.769
H83 -2.140 5.491 -0.349
H84 -4.394 4.022 0.609
H85 -3.336 4.858 1.645
H86 -2.354 2.706 -0.374
H87 -2.591 2.369 1.249
H88 -0.265 2.018 1.157
H89 -0.310 2.944 2.599
H90 0.880 3.376 1.312

As for the energy above the lowest of the compared OMol25 structures with the same formula, charge and spin: 0.00 kcal/mol. The value obtained for the molar mass is 944.108 u. For the electronic energy, the calculation gives -3597.53916 Ha. The value obtained for the LUMO energy is 0.084 Ha. As for the net charge: -1. As for the frontier orbital gap: 8.40 eV.

Atomic partial charges in e from the Mulliken method, atoms 1 to 2: 1.4691 -0.3272

# 3
Formula: C36H92B2N8O16Pb
Source: the OMol25 dataset
Level of theory: ωB97M-V/def2-TZVPD

Element x y z (Å)
Pb1 -0.592 -0.220 -0.367
O1 -3.307 -0.125 -0.176
C1 -4.478 0.229 -0.134
O2 -5.372 0.196 0.834
B1 -6.673 0.778 0.369
O3 -6.399 1.193 -1.028
C2 -5.217 0.870 -1.360
O4 -4.658 1.090 -2.411
O5 -7.080 1.793 1.337
C3 -8.330 1.580 1.745
O6 -9.033 2.384 2.472
C4 -8.739 0.117 1.217
O7 -7.725 -0.264 0.398
O8 -9.835 -0.385 1.355
B2 0.590 -2.489 0.598
H1 0.912 -2.136 -0.369
H2 0.905 -1.805 1.371
H3 -0.487 -2.504 0.656
H4 1.043 -3.445 0.811
C5 -3.792 -2.591 -2.472
C6 -2.688 -2.955 -1.509
C7 -2.389 -4.492 -1.439
O9 -2.197 -5.102 -2.747
C8 -2.218 -6.537 -2.626
N1 -1.511 -2.242 -1.908
H5 -3.983 -1.520 -2.537
H6 -4.747 -2.950 -2.088
H7 -3.644 -2.915 -3.502
H8 -3.016 -2.725 -0.495
H9 -3.231 -4.976 -0.945
H10 -1.470 -4.625 -0.868
H11 -3.252 -6.855 -2.488
H12 -1.462 -6.790 -1.883
H13 -1.953 -6.950 -3.599
H14 -0.770 -2.873 -1.637
H15 -1.472 -2.395 -2.905
C9 -2.756 -1.665 2.789
C10 -2.456 -0.193 2.866
C11 -2.443 0.235 4.312
O10 -2.097 1.538 4.552
C12 -2.186 1.956 5.877
N2 -1.189 -0.006 2.163
H16 -3.779 -1.916 3.069
H17 -2.122 -2.236 3.467
H18 -2.580 -2.137 1.822
H19 -3.248 0.336 2.335
H20 -1.905 -0.473 4.941
H21 -3.443 0.084 4.720
H22 -3.234 2.224 6.010
H23 -1.604 2.877 5.922
H24 -1.905 1.194 6.605
H25 -0.881 0.869 2.563
H26 -0.567 -0.658 2.620
C13 1.327 3.892 4.336
C14 1.826 2.444 4.262
C15 2.279 1.891 5.659
O11 3.409 2.706 6.126
C16 4.084 2.179 7.258
N3 0.715 1.688 3.741
H27 0.362 3.958 4.838
H28 1.143 4.365 3.372
H29 1.987 4.600 4.836
H30 2.684 2.371 3.595
H31 2.542 0.836 5.571
H32 1.470 1.928 6.388
H33 4.983 2.700 7.587
H34 4.328 1.163 6.945
H35 3.349 2.136 8.061
H36 0.868 0.833 4.257
H37 -0.124 2.126 4.094
C17 4.870 4.223 -3.807
C18 3.561 4.076 -4.503
C19 2.329 4.859 -3.940
O12 1.895 4.192 -2.713
C20 0.817 4.855 -2.120
N4 3.800 4.336 -5.891
H38 4.922 3.689 -2.858
H39 5.028 5.263 -3.523
H40 5.723 3.829 -4.359
H41 3.240 3.037 -4.431
H42 1.515 4.667 -4.638
H43 2.517 5.914 -3.741
H44 0.029 5.035 -2.852
H45 1.230 5.785 -1.730
H46 0.506 4.225 -1.287
H47 2.990 4.206 -6.480
H48 4.572 3.735 -6.144
C21 3.098 -3.009 3.893
C22 2.846 -1.550 4.159
C23 3.385 -0.647 3.015
O13 4.810 -0.408 3.066
C24 5.233 0.584 3.934
N5 1.391 -1.357 4.213
H49 2.668 -3.313 2.939
H50 2.537 -3.644 4.580
H51 4.159 -3.235 3.784
H52 3.318 -1.371 5.125
H53 2.899 0.328 3.000
H54 3.232 -1.102 2.036
H55 4.833 1.579 3.741
H56 6.321 0.610 3.864
H57 4.991 0.330 4.966
H58 1.142 -1.695 3.294
H59 1.011 -1.938 4.947
C25 -2.060 2.724 -3.859
C26 -1.487 2.123 -2.599
C27 -1.971 2.800 -1.330
O14 -1.410 2.309 -0.141
C28 -1.739 3.107 0.982
N6 -1.904 0.709 -2.680
H60 -1.771 3.768 -3.979
H61 -3.135 2.596 -3.731
H62 -1.845 2.251 -4.817
H63 -0.399 2.153 -2.643
H64 -3.057 2.768 -1.246
H65 -1.782 3.873 -1.353
H66 -1.244 4.076 1.054
H67 -1.406 2.514 1.834
H68 -2.826 3.175 1.020
H69 -2.904 0.669 -2.544
H70 -1.634 0.398 -3.602
C29 1.285 -4.254 -3.117
C30 0.658 -4.029 -4.464
C31 0.696 -5.330 -5.362
O15 1.960 -5.416 -6.023
C32 2.249 -6.605 -6.760
N7 -0.733 -3.520 -4.408
H71 1.467 -3.388 -2.481
H72 2.283 -4.691 -3.094
H73 0.662 -4.953 -2.560
H74 1.281 -3.313 -5.000
H75 -0.159 -5.279 -6.037
H76 0.416 -6.196 -4.763
H77 1.769 -7.525 -6.425
H78 3.330 -6.719 -6.843
H79 1.989 -6.421 -7.803
H80 -1.347 -4.184 -3.957
H81 -1.250 -3.515 -5.276
C33 3.244 2.426 0.423
C34 2.025 1.575 -0.126
C35 2.463 0.777 -1.344
O16 1.411 -0.042 -1.815
C36 1.493 -0.511 -3.182
N8 1.506 0.727 0.914
H82 3.054 3.095 1.263
H83 3.586 3.099 -0.363
H84 4.087 1.775 0.654
H85 1.137 2.185 -0.288
H86 3.352 0.214 -1.057
H87 2.800 1.444 -2.138
H88 1.527 0.349 -3.851
H89 0.616 -1.077 -3.495
H90 2.405 -1.091 -3.321
H91 2.010 -0.110 1.169
H92 1.318 1.189 1.792

As for the energy above the lowest of the compared OMol25 structures with the same formula, charge and spin: 0.00 kcal/mol. The value obtained for the molar mass is 1121.996 u. For the electronic energy, the calculation gives -3311.25136 Ha. The value obtained for the LUMO energy is 0.010 Ha. As for the frontier orbital gap: 8.58 eV.

Atomic partial charges in e from the Mulliken method, atoms 1 to 2: 3.0255 0.0062